# 1
Density functional theory data (wB97M-V/def2-TZVPD) for a single C5H8O molecule.

Its spin multiplicity is 1. For the energy above the lowest of the compared OMol25 structures with the same formula, charge and spin, the calculation gives 1.258 eV. Its structure (SMILES) is C1OC[C@H]2C[C@@H]12. As for the largest force on an atom: 0.004 hartree/bohr. The HOMO energy is -0.3557 hartree.

The geometry in XYZ format:
```
14
C5H8O | the Open Molecules 2025 dataset | wB97M-V/def2-TZVPD
O 0.134 -0.846 -1.298
C 0.699 0.289 0.666
C -0.885 0.129 -1.131
C -0.703 0.668 0.274
C -0.473 -0.357 1.347
C 1.262 -0.453 -0.530
H 1.924 0.213 -1.107
H -0.779 0.946 -1.864
H -0.691 -1.398 1.119
H -1.843 -0.370 -1.307
H 1.817 -1.363 -0.283
H -0.681 -0.064 2.372
H -1.123 1.637 0.527
H 1.342 0.970 1.215
```


# 2
Density functional theory data (wB97M-V/def2-TZVPD) for a 2-piece molecular cluster, C5H8O overall at a distorted geometry.

Its spin multiplicity is 1. For the energy above the lowest of the compared OMol25 structures with the same formula, charge and spin, the calculation gives 4.849 eV. As for the largest force on an atom: 0.041 hartree/bohr. The HOMO energy (alpha / beta) is -0.3549 / -0.2245 hartree.

The geometry in XYZ format:
```
14
C5H8O | the Open Molecules 2025 dataset | wB97M-V/def2-TZVPD
O -1.403 1.531 0.337
C 0.261 -0.088 0.297
C -0.989 1.300 -0.895
C 1.153 -1.190 0.734
C -0.636 0.680 1.214
C 0.049 0.375 -0.981
H 0.447 -0.020 -1.922
H 0.584 -1.934 1.308
H -1.337 0.086 1.815
H 1.579 -1.686 -0.142
H -0.082 1.342 1.896
H 1.974 -0.847 1.377
H -0.150 -1.502 -3.432
H -1.499 1.863 -1.667
```